# 1
DFT (ωB97M-V with the def2-TZVPD basis set) results for a molecular structure, C6H12.

The geometry in XYZ format:
```
18
C6H12 ωB97M-V with the def2-TZVPD basis set
H 2.26 0.64 -1.53
H 2.62 1.51 -0.03
H 0.93 0.12 1.20
C 1.84 0.98 -0.57
C -0.88 -1.69 0.21
H -0.89 -1.53 1.29
H -1.90 0.32 -0.76
H 1.04 1.69 -0.80
H -1.17 -2.71 -0.07
C 0.21 -0.95 -0.53
H -2.44 0.60 1.24
H -0.72 1.18 1.06
H 0.61 -1.45 -1.43
C 1.30 -0.21 0.22
C -1.21 -0.50 -0.61
H -2.04 1.93 0.12
C -1.66 0.99 0.57
H 2.12 -0.91 0.44
```

For the LUMO energy, the calculation gives 1.13 eV. For the energy relative to the best compared isomer or geometry (same formula, charge and spin), the calculation gives 111.0 kcal/mol. As for the HOMO-LUMO gap: 9.430 eV. Its total energy is -235.64135 Eh.

=====

# 2
DFT (ωB97M-V with the def2-TZVPD basis set) results for 4 unconnected molecules or ions with the total composition C2H12NO4.

The geometry in XYZ format:
```
19
C2H12NO4 ωB97M-V with the def2-TZVPD basis set
H 3.40 -0.35 -1.34
H -2.62 1.86 0.79
H -1.09 0.38 -2.83
H 1.92 0.50 2.35
O 1.46 -0.21 2.82
H -1.16 0.26 0.68
N -0.67 -0.68 0.41
H 0.33 -1.30 -1.42
O 2.86 -0.19 -2.11
H 2.16 -0.79 3.12
H 0.27 -0.67 0.81
O -1.19 1.45 -0.98
H -2.34 1.38 2.31
H 3.14 0.48 -2.72
O -2.13 1.27 1.38
C -0.62 -0.93 -1.06
H -1.21 -1.43 0.82
H -1.54 -1.46 -1.29
C -0.97 0.43 -1.75
```

For the LUMO energy (spin up / spin down), the calculation gives 0.09 / 0.08 eV. For the energy relative to the best compared isomer or geometry (same formula, charge and spin), the calculation gives 22.8 kcal/mol. As for the HOMO-LUMO gap (spin up / spin down): 3.577 / 7.237 eV. Its total energy is -438.97450 Eh. Its spin multiplicity is 2. As for the expectation value of S²: 0.754.

=====

# 3
DFT (ωB97M-V with the def2-TZVPD basis set) results for a molecular structure, C25H49Li3O9.

The geometry in XYZ format:
```
86
C25H49Li3O9 ωB97M-V with the def2-TZVPD basis set
H -0.38 -3.20 -2.79
C -0.18 0.83 -4.91
C 1.27 2.68 3.26
H 3.24 -2.23 -2.26
H -0.42 -4.32 -1.43
H 1.81 -1.51 -2.90
H -0.75 0.53 -2.86
C 2.17 4.02 1.49
Li -1.71 2.87 2.83
H 2.12 2.26 -1.69
C -2.61 -1.89 5.68
H 4.73 2.78 -0.35
H 0.28 5.08 1.33
H 1.04 5.33 2.88
H -1.35 -3.77 0.37
C -3.44 -0.73 5.14
H -1.61 -2.04 1.72
C -4.17 -2.33 0.24
H -4.78 -1.52 -0.17
H -2.33 -2.60 4.90
C -0.15 0.62 0.86
C 3.97 1.32 -1.75
H 2.90 1.96 1.89
C 2.82 1.95 -2.46
H 0.34 1.67 -4.44
O -2.55 1.24 -4.59
H -4.24 -0.45 5.82
H -2.75 -4.64 0.98
C 2.10 -3.51 -3.59
H -2.62 -0.88 -4.62
H -2.50 -3.13 2.79
H 1.27 3.13 4.26
C -1.44 1.48 -5.54
H 1.78 -3.56 -0.65
Li -2.25 2.10 -0.47
H 3.07 -3.99 -3.63
H 1.31 0.41 -0.04
H -0.54 -1.91 6.22
H -4.91 -3.08 0.52
O 1.14 0.13 0.86
H 3.35 3.14 3.09
H -3.42 -3.55 -1.33
C -2.49 -2.66 1.80
Li -2.88 0.20 1.90
H -0.74 -0.43 4.42
H 2.34 1.40 -3.28
H 3.46 3.37 -4.03
H -2.97 -0.08 -3.12
C 0.24 -3.77 -2.10
C -1.39 -1.23 6.28
H 1.85 -3.00 -4.53
O 0.21 3.45 2.63
C 2.55 2.84 2.42
O -0.88 0.59 1.88
H -1.51 1.03 -6.53
C 2.19 -2.42 -2.43
H 2.90 4.83 1.49
C -3.03 -2.90 -0.55
H -2.41 -2.15 -1.03
O -3.67 -1.90 1.51
C -2.40 -3.66 0.64
H -3.19 -2.54 6.34
H -1.28 2.54 -5.73
H 0.72 -2.10 -0.76
C -1.21 -0.06 5.34
H 0.85 1.68 3.36
H 3.65 0.75 -0.88
H 4.41 0.54 -2.37
O -0.67 0.91 -0.26
C -2.35 -0.02 -4.01
O 4.79 3.25 -2.46
H -3.95 -0.98 4.21
H 3.00 4.02 -2.40
H 0.60 0.32 -5.47
C 4.95 2.37 -1.34
H -0.36 0.55 5.63
C 1.24 -2.89 -1.31
H -0.51 -1.06 -3.64
H 1.84 3.68 0.51
O -2.59 0.36 5.00
C -0.83 -0.03 -3.79
C 3.46 3.20 -2.96
H 5.99 2.08 -1.41
O 1.10 -4.42 -3.03
H -1.59 -0.93 7.31
C 0.89 4.59 2.10
```

For the LUMO energy, the calculation gives -8.70 eV. For the energy relative to the best compared isomer or geometry (same formula, charge and spin), the calculation gives 65.0 kcal/mol. As for the HOMO-LUMO gap: 4.722 eV. Its total energy is -1681.14268 Eh. As for the charge: +2.

=====

# 4
DFT (ωB97M-V with the def2-TZVPD basis set) results for a molecular structure, C26H27N3P2SSn.

The geometry in XYZ format:
```
60
C26H27N3P2SSn ωB97M-V with the def2-TZVPD basis set
H 1.81 -1.62 -1.63
H 4.19 -0.65 2.79
H 2.04 -2.48 -3.94
C -2.32 4.35 2.98
C -0.27 -2.14 -1.48
H 3.17 4.54 -1.38
S 3.27 -0.02 0.14
C -2.00 3.12 3.53
H -4.12 -4.35 3.26
C -1.90 4.68 1.70
H -2.49 -0.19 -1.46
C -1.38 -2.71 -2.13
C 1.08 -2.54 -3.43
Sn 1.43 -0.57 1.87
C -0.02 -3.09 -4.07
H -2.33 -2.79 -1.62
C -1.14 3.78 0.96
H 1.31 1.83 -4.13
H 2.86 3.71 -3.68
C 2.50 3.72 -1.57
C -3.43 -3.79 2.64
C -1.70 -3.73 0.98
P -0.44 -1.41 0.14
H -2.91 5.06 3.55
H 1.94 3.52 0.48
H -1.04 -4.26 0.29
C -0.82 2.55 1.51
C 0.75 1.61 -2.07
H -0.98 1.26 3.25
H 5.68 -1.44 2.48
C 2.32 3.25 -2.87
H 6.56 -1.40 0.31
C -3.40 -2.40 2.73
H -2.14 1.52 -1.18
C -2.26 0.55 -0.69
C 1.45 2.20 -3.12
H -2.60 -5.53 1.71
H 0.08 0.79 -2.27
H -3.10 0.62 0.01
N -1.02 0.18 0.01
H -0.82 4.04 -0.04
C -2.52 -1.68 1.94
H -2.16 5.64 1.27
C -1.24 2.22 2.80
C -1.24 -3.18 -3.42
H -4.07 -1.89 3.41
H -2.09 -3.62 -3.93
H 5.54 -0.92 -1.00
P 0.08 1.30 0.60
N 4.84 -1.02 2.12
H -2.51 -0.59 2.00
C 0.92 2.09 -0.77
C 0.96 -2.06 -2.13
N 5.66 -1.08 -0.01
H -2.32 2.87 4.53
C -1.68 -2.34 1.05
H 0.09 -3.47 -5.08
C 4.68 -0.77 0.83
C 1.80 3.15 -0.52
C -2.58 -4.45 1.77
```

For the LUMO energy, the calculation gives -5.92 eV. For the energy relative to the best compared isomer or geometry (same formula, charge and spin), the calculation gives 0.5 kcal/mol. As for the HOMO-LUMO gap: 8.304 eV. Its total energy is -2466.01332 Eh. As for the charge: +2.